1.
C21H27N3O4S | the ωB97M-V functional and the def2-TZVPD basis

Structure (XYZ):
```
56
Properties=species:S:1:pos:R:3:mulliken_charge:R:1
C -2.412 -0.737 1.315 -0.7342
C -3.499 -1.244 0.357 -0.7334
N -3.843 -0.414 -0.774 0.1555
C -2.882 -0.307 -1.839 -1.2275
C -1.747 0.718 -1.581 0.0737
N -2.255 1.798 -0.763 0.1248
C -1.620 2.382 0.277 0.2318
O -2.187 3.156 1.033 -0.6863
C -0.177 2.046 0.488 -0.0761
C 0.252 1.827 1.793 -1.2531
C 1.570 1.532 2.083 -0.8116
C 2.507 1.453 1.055 1.0354
O 3.810 1.126 1.203 -0.2879
C 4.315 0.929 2.508 -1.0877
C 2.079 1.712 -0.247 0.0064
S 3.247 1.546 -1.598 1.2955
O 2.505 1.613 -2.820 -0.6795
O 4.374 2.410 -1.443 -0.7457
N 3.832 -0.018 -1.387 -0.3946
C 2.932 -0.998 -0.968 0.0739
C 1.684 -1.091 -1.579 -0.2320
C 0.779 -2.045 -1.159 0.0816
C 1.081 -2.926 -0.126 0.5436
C 0.072 -3.934 0.335 -1.4328
C 2.334 -2.836 0.465 -0.8347
C 3.251 -1.886 0.054 -0.8159
C 0.767 2.011 -0.533 0.3767
C -3.665 2.062 -0.958 -0.9863
C -4.493 0.856 -0.479 -0.8540
H -2.375 -1.383 2.190 0.5072
H -2.632 0.274 1.650 0.3227
H -1.430 -0.743 0.847 -0.0843
H -3.198 -2.217 -0.042 0.4022
H -4.423 -1.394 0.924 0.3682
H -2.447 -1.290 -2.021 0.3982
H -3.433 -0.016 -2.740 0.3315
H -1.391 1.105 -2.544 0.3843
H -0.908 0.240 -1.074 -0.1555
H -0.472 1.891 2.592 0.4824
H 1.858 1.358 3.108 0.4699
H 3.840 0.069 2.990 0.3813
H 4.182 1.820 3.126 0.4214
H 5.379 0.736 2.383 0.2500
H 4.698 0.006 -0.868 0.3783
H 1.450 -0.414 -2.384 0.6022
H -0.181 -2.117 -1.650 0.4028
H -0.444 -4.378 -0.513 0.3635
H -0.676 -3.454 0.968 0.1805
H 0.547 -4.725 0.910 0.4186
H 2.598 -3.517 1.261 0.3758
H 4.223 -1.830 0.523 0.3682
H 0.516 2.223 -1.560 0.7075
H -3.837 2.253 -2.021 0.3778
H -3.925 2.953 -0.386 0.4512
H -4.661 0.934 0.596 0.4327
H -5.472 0.877 -0.977 0.3359
```

Output
**Total energy**: -1679.827539 hartree
**LUMO**: 0.017 Ha
**Energy above the lowest of the compared OMol25 structures with the same formula, charge and spin**: 273.0 kJ/mol
**Net charge**: 0
**Spin multiplicity**: 1


2.
C21H27N4O5PPd | the ωB97M-V functional and the def2-TZVPD basis

Structure (XYZ):
```
59
Properties=species:S:1:pos:R:3:mulliken_charge:R:1
Pd 0.209 0.145 -0.833 -0.6455
O -4.081 -1.806 -1.315 -0.7679
C -2.960 -1.624 -1.827 0.4227
O -1.846 -2.096 -1.518 -0.5754
C -2.894 -0.618 -2.992 0.7253
O -3.131 -0.886 -4.156 -0.6697
O -2.368 0.551 -2.614 -0.3661
C -1.494 -1.524 1.604 -1.3993
P -0.509 -0.042 1.149 1.7759
C 0.688 0.036 2.553 -0.0537
C 0.960 -1.034 3.401 -0.1888
C 1.967 -0.955 4.360 -0.5953
C 2.711 0.205 4.498 -0.4151
C 2.446 1.286 3.660 -0.6290
C 1.458 1.195 2.697 -0.4652
C -1.707 1.244 1.729 0.1730
C -2.446 1.915 0.757 -0.5654
C -3.406 2.851 1.122 -0.5331
C -3.630 3.137 2.462 -0.3499
C -2.899 2.471 3.439 -0.6504
C -1.951 1.527 3.072 -0.1904
H -1.833 -1.515 2.645 0.4754
H -0.913 -2.423 1.391 0.2907
H -2.349 -1.557 0.925 0.3188
H 0.387 -1.949 3.308 0.3333
H 2.168 -1.808 4.998 0.3550
H 3.497 0.267 5.241 0.3288
H 3.029 2.196 3.750 0.3448
H 1.283 2.021 2.016 0.3512
H -2.263 1.682 -0.288 0.2358
H -3.978 3.357 0.354 0.4003
H -4.373 3.873 2.746 0.3369
H -3.072 2.687 4.488 0.3679
H -1.385 1.008 3.839 0.3235
C 1.486 -3.237 -0.803 -0.9220
C 2.541 -2.763 0.179 0.1431
O 3.463 -1.897 -0.469 -0.3802
C 3.573 -0.615 0.130 0.7975
C 4.308 0.293 -0.829 -1.3944
H 0.893 -4.051 -0.381 0.3130
H 1.964 -3.581 -1.723 0.3653
H 0.802 -2.418 -1.042 -0.0098
H 3.105 -3.606 0.603 0.3412
H 2.057 -2.239 1.010 -0.0995
H 4.103 -0.695 1.092 0.2174
H 2.571 -0.207 0.311 -0.4050
H 5.298 -0.103 -1.067 0.3494
H 4.421 1.285 -0.386 0.3593
H 3.725 0.395 -1.745 0.2433
N -1.519 2.129 -4.950 -0.8187
C -0.906 1.140 -5.530 0.7511
N -1.332 0.636 -6.776 -0.7367
N 0.184 0.493 -5.061 -0.7822
C 0.560 0.687 -3.835 0.7489
N 1.013 0.784 -2.761 -0.6255
H -2.308 2.418 -5.523 0.1531
H -2.038 1.047 -3.415 0.3229
H -2.341 0.575 -6.786 0.2741
H -0.939 -0.287 -6.904 0.2952
```

Output
**Total energy**: -1880.982709 hartree
**LUMO**: 0.166 Ha
**Energy above the lowest of the compared OMol25 structures with the same formula, charge and spin**: 0.0 kJ/mol
**Net charge**: -2
**Spin multiplicity**: 1


Sequential frontier orbital gap output: 8.7; 5.5 eV